Record 1
ORCA calculation (ωB97M-V/def2-TZVPD) on C29H29BrCl56NO5PS as an isolated structure.

```
123
Properties=species:S:1:pos:R:3:forces:R:3
C 4.078 -0.332 0.527 0.06 0.35 -0.01
C 2.708 0.247 0.127 -0.14 -0.01 0.66
P 2.930 1.976 -0.497 1.14 0.06 -0.33
C 2.170 2.970 0.868 -0.69 -0.33 -0.45
C 1.715 2.201 -1.907 -0.79 0.30 -0.03
C 1.523 3.739 -2.123 1.01 0.33 0.41
C 2.849 4.547 -2.184 0.03 -0.31 -0.48
C 2.743 5.758 -3.122 0.15 0.53 0.11
C 4.103 6.423 -3.493 -0.11 0.02 0.22
C 5.233 6.251 -2.474 0.21 0.43 -0.27
N 4.945 6.994 -1.240 0.06 -0.06 -0.10
C 0.360 1.517 -1.607 0.51 -0.07 0.18
C -0.781 2.077 -2.440 -0.81 -0.46 0.47
C -2.031 1.180 -2.355 0.44 0.47 0.03
C -2.754 1.323 -1.003 0.01 -0.80 0.11
O -4.151 1.651 -1.161 0.58 -0.01 -0.87
C -4.536 2.845 -0.652 0.17 -0.44 -3.64
O -4.654 3.040 0.473 -0.33 0.93 4.64
O -0.424 2.276 -3.847 0.81 -0.13 0.68
S 0.777 1.398 -4.400 -0.07 -1.42 -2.01
O 0.398 0.006 -4.370 -0.06 0.82 0.62
O 1.104 1.931 -5.695 -0.04 0.35 0.99
C 2.212 1.651 -3.266 -0.48 0.56 0.25
Br 3.147 -0.027 -3.191 0.26 0.08 -0.09
H 4.794 -0.271 -0.303 -0.24 -0.24 0.14
H 3.990 -1.360 0.899 0.04 0.16 -0.19
H 4.510 0.278 1.335 -0.11 -0.18 -0.15
H 2.183 -0.398 -0.577 0.19 0.12 0.01
H 2.095 0.299 1.038 -0.07 -0.11 -0.26
H 2.320 2.402 1.790 0.18 0.30 0.00
H 1.083 3.075 0.734 0.21 0.07 0.16
H 2.623 3.961 0.912 -0.04 -0.15 0.16
H 0.946 4.148 -1.282 -0.25 -0.11 -0.40
H 1.025 3.930 -3.077 -0.34 -0.10 0.30
H 3.664 3.913 -2.564 -0.20 0.03 0.12
H 3.162 4.848 -1.177 -0.02 0.01 -0.23
H 2.106 6.543 -2.683 -0.02 -0.36 0.03
H 2.239 5.466 -4.056 0.09 -0.04 0.22
H 4.441 6.087 -4.483 -0.02 -0.05 0.27
H 3.943 7.510 -3.569 0.02 -0.24 -0.19
H 6.133 6.697 -2.929 -0.13 -0.20 0.07
H 5.478 5.198 -2.291 -0.21 0.10 0.04
H 3.980 7.287 -1.183 0.03 -0.15 0.09
H 5.205 6.494 -0.402 -0.10 0.02 -0.03
H 0.483 0.434 -1.767 -0.16 0.23 -0.07
H 0.108 1.634 -0.543 -0.08 0.08 -0.27
H -1.033 3.071 -2.049 0.12 -0.08 -0.44
H -1.677 0.150 -2.480 -0.36 0.10 -0.27
H -2.705 1.468 -3.167 0.02 -0.24 0.13
H -2.259 2.053 -0.348 -0.21 -0.07 -0.07
H -2.738 0.346 -0.503 0.05 0.34 0.09
H -4.752 3.621 -1.399 -0.12 -0.19 -0.39
H 2.841 2.384 -3.780 -0.04 -0.34 0.08
C 0.092 -3.006 1.830 -0.07 -0.01 0.09
Cl -0.300 -4.650 1.326 0.00 -0.01 0.05
Cl 0.106 -1.948 0.416 -0.02 -0.03 -0.09
Cl -1.117 -2.416 2.966 0.10 -0.09 0.05
Cl 1.687 -2.999 2.605 -0.15 0.32 -0.21
C -7.504 7.209 0.799 -0.01 0.01 -0.04
Cl -6.404 7.543 2.138 0.03 -0.01 0.02
Cl -7.238 5.565 0.213 0.00 -0.03 0.02
Cl -9.171 7.372 1.353 -0.01 0.06 -0.03
Cl -7.203 8.359 -0.510 0.01 -0.01 -0.01
C -1.542 -5.218 6.678 -0.05 0.05 -0.04
Cl -0.269 -4.898 5.501 0.01 -0.06 0.07
Cl -2.933 -4.184 6.329 -0.02 0.01 0.00
Cl -2.026 -6.913 6.573 0.00 -0.01 0.00
Cl -0.943 -4.876 8.304 0.00 0.00 0.01
C 3.377 -6.871 4.712 -0.10 -0.06 0.05
Cl 2.885 -8.470 4.151 -0.11 0.25 -0.12
Cl 3.049 -6.718 6.442 0.00 0.00 0.00
Cl 5.105 -6.646 4.411 0.01 -0.01 0.00
Cl 2.467 -5.633 3.834 0.28 -0.24 0.03
C -2.437 5.451 -4.289 0.08 0.01 -0.24
Cl -3.695 6.561 -4.840 0.00 0.02 0.00
Cl -2.573 5.261 -2.533 -0.07 -0.04 0.09
Cl -2.621 3.900 -5.103 -0.08 0.15 0.05
Cl -0.844 6.116 -4.662 -0.01 0.00 0.00
C 4.503 -10.743 7.408 -0.10 0.09 -0.01
Cl 2.929 -11.340 6.866 -0.02 -0.01 0.00
Cl 5.178 -9.682 6.174 -0.05 -0.04 0.28
Cl 4.303 -9.839 8.912 -0.01 0.01 0.01
Cl 5.579 -12.116 7.694 0.03 0.00 -0.03
C 8.810 -10.831 3.865 -0.04 -0.03 -0.01
Cl 7.883 -11.164 2.398 0.03 -0.01 -0.07
Cl 9.260 -9.122 3.899 0.00 0.01 -0.01
Cl 7.809 -11.202 5.269 0.32 -0.13 -0.10
Cl 10.271 -11.824 3.879 -0.02 0.01 0.00
C -10.659 3.339 1.684 -0.04 -0.05 0.03
Cl -11.118 4.187 0.206 0.03 0.04 -0.02
Cl -9.146 2.461 1.406 0.00 0.07 -0.09
Cl -10.440 4.501 2.994 0.04 -0.07 0.01
Cl -11.937 2.201 2.123 -0.01 -0.01 -0.02
C 2.656 -11.141 1.216 0.04 0.05 -0.01
Cl 1.704 -9.886 0.419 0.00 0.01 0.00
Cl 2.390 -12.689 0.414 0.00 0.00 0.00
Cl 4.371 -10.719 1.141 0.01 0.01 0.01
Cl 2.168 -11.261 2.910 -0.07 -0.21 0.01
C 0.225 9.283 -7.174 -0.03 0.00 -0.01
Cl -0.250 8.551 -8.707 -0.01 -0.01 0.00
Cl -1.201 9.495 -6.154 0.00 0.01 0.01
Cl 1.386 8.229 -6.356 0.05 -0.01 0.03
Cl 0.973 10.853 -7.474 0.01 0.01 0.00
C -5.192 -1.201 3.301 -0.04 -0.02 -0.02
Cl -3.929 -0.835 2.124 -0.12 0.13 -0.06
Cl -6.564 -0.117 3.072 0.15 -0.03 -0.06
Cl -5.712 -2.876 3.091 -0.01 -0.01 0.01
Cl -4.549 -0.987 4.934 0.04 -0.01 0.02
C -10.382 0.747 5.767 0.01 -0.03 0.00
Cl -11.948 -0.053 5.594 -0.01 0.00 0.00
Cl -9.514 0.671 4.232 -0.13 0.01 0.17
Cl -10.632 2.434 6.223 0.00 0.01 0.00
Cl -9.439 -0.068 7.019 0.00 -0.01 0.00
C 8.836 -9.982 -1.659 0.03 -0.01 0.04
Cl 10.021 -9.457 -0.459 0.01 0.00 0.01
Cl 9.092 -11.688 -2.033 0.00 -0.01 0.00
Cl 7.208 -9.762 -1.008 -0.06 0.01 -0.01
Cl 9.016 -9.020 -3.128 0.00 0.00 0.00
C -6.355 2.369 -6.358 0.02 0.02 -0.04
Cl -5.109 1.384 -7.130 0.02 0.00 0.00
Cl -6.542 3.884 -7.247 0.00 0.01 0.00
Cl -7.886 1.492 -6.355 0.00 0.00 0.00
Cl -5.870 2.722 -4.699 -0.10 -0.04 0.12
```
Forces are in eV/Å.

The value obtained for the total energy is -833687.6840 eV.

***

Record 2
ORCA calculation (ωB97M-V/def2-TZVPD) on C45H54BGeN8NaS2Te as an isolated structure.

```
113
Properties=species:S:1:pos:R:3:forces:R:3
Na 0.780 -0.047 -0.781 0.26 -0.45 0.15
C -3.818 2.478 -3.927 0.01 -0.03 0.01
C -2.523 1.682 -3.766 -0.06 -0.03 0.00
C -2.697 0.256 -4.295 0.02 0.02 -0.01
C -2.030 1.730 -2.346 0.03 -0.01 0.01
C -2.819 1.536 -1.092 -0.05 0.04 0.10
C -1.841 2.176 -0.094 -0.02 -0.03 -0.14
N -0.547 1.892 -0.725 0.11 -0.01 -0.06
N -0.787 1.905 -2.102 -0.10 0.11 -0.04
B 0.719 2.699 -0.315 -0.08 0.22 0.08
N 1.408 2.120 0.960 -0.03 0.21 0.14
C 1.651 2.811 2.090 0.08 -0.07 -0.01
C 2.564 2.105 2.840 0.03 -0.01 -0.01
C 2.865 0.973 2.052 0.07 0.01 0.00
N 2.159 0.991 0.932 -0.20 0.05 -0.01
C 3.928 -0.064 2.300 0.00 -0.04 -0.03
C 3.685 -0.855 3.587 0.00 0.04 0.00
C 4.103 -0.997 1.105 0.04 0.03 0.03
N 1.756 2.654 -1.455 0.05 0.05 -0.07
C 2.479 3.683 -1.926 -0.01 -0.09 -0.04
C 3.388 3.189 -2.837 0.01 -0.03 -0.01
C 3.143 1.800 -2.856 0.02 0.08 -0.01
N 2.162 1.498 -2.021 -0.14 -0.01 0.09
C 3.827 0.748 -3.683 -0.03 -0.03 -0.01
C 3.380 -0.660 -3.304 0.01 0.02 0.00
C 3.595 1.005 -5.174 0.01 0.00 0.01
H -4.114 2.514 -4.978 0.00 0.00 0.00
H -3.702 3.502 -3.567 -0.01 0.00 0.00
H -4.634 2.008 -3.371 0.00 0.00 0.00
H -1.733 2.161 -4.349 0.00 0.02 0.01
H -3.513 -0.257 -3.788 0.00 0.00 0.01
H -1.785 -0.326 -4.152 0.00 0.00 0.00
H -2.929 0.282 -5.363 0.01 0.01 0.00
H -3.815 1.972 -1.066 0.03 0.05 0.00
H -2.012 3.260 -0.069 0.02 0.01 0.11
H 0.455 3.858 -0.071 0.00 0.00 -0.03
H 1.182 3.767 2.261 -0.03 -0.02 0.02
H 2.990 2.385 3.790 0.00 0.00 0.01
H 4.866 0.491 2.428 -0.01 0.01 0.02
H 2.827 -1.516 3.467 -0.07 -0.02 0.00
H 3.490 -0.190 4.431 0.01 -0.01 0.00
H 4.553 -1.472 3.829 0.00 -0.01 -0.01
H 3.190 -1.562 0.920 -0.06 -0.04 -0.01
H 4.906 -1.712 1.295 0.00 0.00 0.00
H 4.340 -0.431 0.203 -0.01 -0.01 -0.01
H 2.295 4.684 -1.572 0.00 0.01 0.00
H 4.118 3.742 -3.404 0.00 0.00 0.00
H 4.904 0.828 -3.493 0.00 0.00 0.00
H 2.317 -0.793 -3.516 -0.01 0.00 0.00
H 3.537 -0.862 -2.244 0.00 -0.01 0.00
H 3.933 -1.406 -3.879 0.00 0.00 0.00
H 2.527 0.945 -5.400 0.00 0.00 0.00
H 4.117 0.263 -5.784 0.00 0.00 0.00
H 3.943 1.997 -5.465 -0.01 0.00 -0.01
C 0.016 2.754 5.997 -0.03 -0.01 0.01
C -0.532 3.332 4.744 0.11 0.06 -0.08
C -0.556 4.652 4.381 0.01 -0.05 0.09
C -1.048 5.052 3.140 -0.02 0.06 -0.06
N -1.545 4.104 2.248 0.07 -0.07 0.03
C -1.476 2.870 2.585 -0.12 0.18 -0.19
S -2.079 1.549 1.584 0.03 -0.10 0.03
N -1.014 2.416 3.795 -0.13 -0.04 0.14
C -1.052 6.465 2.657 0.00 -0.06 0.00
H 0.394 3.543 6.645 0.00 0.00 -0.01
H 0.837 2.062 5.780 0.01 -0.01 0.00
H -0.745 2.191 6.550 0.00 0.00 -0.01
H -0.175 5.390 5.078 0.00 0.00 0.00
H -0.822 1.430 3.895 0.12 0.00 -0.05
H -0.828 7.162 3.465 0.02 0.00 0.01
H -2.025 6.722 2.233 0.00 0.01 0.00
H -0.311 6.611 1.863 -0.01 0.02 -0.01
Te -3.113 -0.592 -0.648 0.10 -0.32 -0.03
C -5.025 -0.745 -1.522 -0.09 0.26 0.00
C -5.406 -1.636 -2.485 0.03 -0.02 0.02
C -6.787 -1.558 -2.812 -0.03 -0.01 -0.01
C -7.439 -0.601 -2.097 0.04 0.00 -0.01
S -6.378 0.187 -1.007 0.05 -0.05 -0.02
H -4.711 -2.327 -2.943 -0.01 -0.01 -0.01
H -7.271 -2.181 -3.551 0.01 0.00 0.00
H -8.480 -0.328 -2.159 0.00 0.02 0.02
C -0.247 -1.515 3.250 -0.10 -0.03 0.00
Ge -0.358 -2.000 1.303 -0.03 0.16 -0.21
C -1.967 -3.197 1.326 -0.01 -0.11 -0.02
C -2.105 -4.261 0.426 0.01 0.01 0.03
C -3.285 -4.986 0.320 -0.03 -0.01 0.01
C -4.375 -4.671 1.121 0.02 0.00 -0.01
C -4.264 -3.627 2.028 0.04 0.01 0.00
C -3.079 -2.906 2.122 -0.03 0.01 0.00
C 1.106 -3.386 1.094 0.01 0.01 0.13
C 1.803 -3.866 2.177 -0.02 0.06 -0.02
C 2.973 -4.646 2.045 0.05 -0.03 -0.04
C 3.467 -4.948 0.810 -0.01 0.01 0.04
C 2.786 -4.504 -0.349 -0.07 0.03 -0.01
C 3.266 -4.813 -1.647 -0.02 0.01 -0.03
C 2.599 -4.399 -2.764 0.05 -0.03 0.02
C 1.406 -3.658 -2.633 -0.04 0.04 0.02
C 0.925 -3.340 -1.394 -0.01 -0.01 -0.01
C 1.597 -3.738 -0.205 0.09 -0.05 -0.02
H -0.189 -2.366 3.934 0.01 0.01 0.00
H -1.162 -0.963 3.489 0.00 -0.01 0.00
H 0.595 -0.844 3.432 0.07 0.01 -0.02
H -1.268 -4.540 -0.207 0.00 0.01 0.01
H -3.352 -5.803 -0.390 0.00 0.00 0.00
H -5.299 -5.231 1.038 0.00 0.00 0.00
H -5.105 -3.365 2.660 0.00 0.00 0.00
H -3.031 -2.082 2.826 0.00 0.00 0.00
H 1.464 -3.626 3.179 -0.01 0.01 0.00
H 3.488 -4.989 2.936 0.00 0.00 0.00
H 4.375 -5.530 0.696 0.00 0.00 0.00
H 4.179 -5.392 -1.735 0.00 0.00 0.00
H 2.979 -4.640 -3.749 0.00 0.00 0.00
H 0.870 -3.341 -3.520 0.00 0.01 0.00
H -0.002 -2.784 -1.297 0.01 0.00 -0.02
```
Forces are in eV/Å.

The value obtained for the relative energy (zero: lowest compared OMol25 entry of this formula, charge and spin) is 0.00 kJ/mol. The value obtained for the total energy is -150038.6205 eV. Its multiplicity is 2. As for the total charge: -1. Its expectation value of S² is 0.771.

***

Record 3
ORCA calculation (ωB97M-V/def2-TZVPD) on a 2-piece molecular cluster, C3H8O overall.

```
12
Properties=species:S:1:pos:R:3:forces:R:3
H -1.122 1.547 -1.293 -0.07 0.16 -0.16
H -1.711 1.373 -0.878 0.02 0.17 -0.25
C 1.406 -0.211 -0.259 0.03 0.02 0.04
C -0.039 -0.668 -0.035 -0.06 -0.16 0.04
C -0.860 0.087 0.976 -0.27 -0.08 0.04
O -2.066 0.153 0.962 0.52 0.00 0.16
H 1.855 0.185 0.659 -0.09 -0.09 -0.09
H 1.495 0.563 -1.030 -0.17 -0.10 0.18
H 2.015 -1.060 -0.584 -0.05 0.16 0.04
H -0.593 -0.774 -0.973 0.02 0.01 0.24
H -0.043 -1.654 0.449 0.18 -0.15 -0.19
H -0.277 0.509 1.824 -0.07 0.07 -0.04
```
Forces are in eV/Å.

The value obtained for the relative energy (zero: lowest compared OMol25 entry of this formula, charge and spin) is 133.60 kJ/mol. The value obtained for the total energy is -5286.7659 eV. As for the SMILES: [H][H].CCC=O.

***

Record 4
ORCA calculation (ωB97M-V/def2-TZVPD) on a 4-piece molecular cluster, C3H14O3S overall.

```
21
Properties=species:S:1:pos:R:3:forces:R:3
C -0.384 2.127 2.174 0.57 1.16 0.46
C -0.289 1.766 0.707 1.27 -0.64 0.01
S -0.496 -0.039 0.442 -0.89 0.55 0.07
C -0.986 -0.030 -1.302 0.29 0.21 0.63
H -0.651 1.297 2.783 -0.27 -0.72 0.50
H 0.569 2.513 2.544 0.17 -0.33 -0.10
H -1.054 2.948 2.436 -0.41 -0.19 -0.47
H -0.919 2.367 0.083 -0.67 -0.06 -0.38
H 0.736 1.900 0.362 -0.06 0.49 0.05
H -1.944 0.439 -1.496 -0.28 -0.02 0.29
H -1.041 -1.083 -1.533 0.09 -0.14 -0.64
H -0.234 0.539 -1.837 0.19 -0.36 -0.42
O -1.995 -2.582 -3.873 0.30 -0.11 -0.05
H -1.142 -2.171 -4.053 -0.09 0.14 0.00
H -1.781 -3.522 -3.905 -0.18 -0.01 0.07
O 0.855 -3.196 0.000 0.13 0.30 0.24
H 1.191 -3.334 0.895 -0.07 -0.18 -0.14
H 0.736 -2.234 -0.022 -0.03 -0.09 -0.09
O 2.964 1.081 1.616 -0.01 -0.30 0.28
H 3.144 1.046 2.564 0.02 0.17 -0.13
H 2.723 0.168 1.415 -0.06 0.14 -0.19
```
Forces are in eV/Å.

The value obtained for the relative energy (zero: lowest compared OMol25 entry of this formula, charge and spin) is 78.97 kJ/mol. The value obtained for the total energy is -20315.4168 eV. As for the SMILES: CCSC.O.O.O.